{
  "formula": "C5H14N2",
  "method": "wB97M-V/def2-TZVPD",
  "symbols": ["C", "C", "C", "C", "C", "N", "N", "H", "H", "H", "H", "H", "H", "H", "H", "H", "H", "H", "H", "H", "H"],
  "positions_angstrom": [[0.71837, -0.50059, -1.61000], [-0.63657, 0.07563, -1.21399], [-0.86319, 0.46933, 0.27386], [-0.41186, -0.58110, 1.33008], [1.96124, -0.38561, 1.95341], [0.71730, -0.19791, 2.13058], [-1.29932, 0.98041, -2.19343], [0.85517, -1.44907, -1.09074], [0.77616, -0.70451, -2.68418], [1.58443, 0.09293, -1.30422], [-1.18082, -0.90990, -1.26674], [-1.93479, 0.63097, 0.44434], [-0.60627, 1.52020, 0.44163], [-0.13385, -1.46523, 0.75582], [-1.32575, -0.92689, 1.79144], [2.81529, 0.15559, 2.34904], [2.21723, -0.96405, 1.07391], [0.59276, 0.51569, 2.86075], [-0.84250, 1.92639, -2.24373], [-2.28409, 1.16978, -1.97505], [-1.09589, 0.58520, -3.11794]],
  "forces_ev_per_angstrom": [[0.91, 0.97, 0.09], [-0.82, -3.44, 1.69], [-0.74, 1.59, -0.38], [-0.53, -0.83, -2.74], [0.23, -0.61, -2.77], [0.86, 2.20, 2.30], [1.65, 1.44, 0.07], [-0.22, -0.09, -0.24], [0.05, -0.01, 0.17], [-0.09, 0.33, -0.36], [-0.48, 1.24, -0.38], [-0.15, -0.63, -0.31], [1.11, -0.18, 0.34], [0.39, -0.10, 0.18], [0.34, 0.29, 1.39], [-0.55, 0.03, 1.11], [0.13, -0.63, 0.17], [-0.86, -0.38, -0.01], [-0.31, -0.76, 0.27], [-0.02, -0.46, -0.45], [-0.90, 0.00, -0.15]],
  "relative_energy_kcal_mol": 30.0,
  "smiles": "C=[NH+]CC[C@H](C)[NH3+]",
  "total_charge": 2,
  "fmax_ev_per_a": 3.914,
  "gap_ev": 11.30
}